53
Properties=species:S:1:pos:R:3:forces:R:3:mulliken_spin:R:1 method="wB97M-V/def2-TZVPD" total_charge=-2 spin_multiplicity=2 gap_ev="5.62 / 5.58" e_tot_ha=-10245.4470 s2=0.791 homo_ev="-1.909 / -1.869"
Cr 0.380592 -0.571287 0.361752 -0.05 0.05 0.38 1.073
Cl -0.192972 0.684738 -3.169531 -0.01 -0.04 0.05 0.001
C -1.418201 -0.538380 -3.362028 0.01 0.00 -0.01 -0.004
C -2.441646 -0.239889 -4.244070 -0.02 0.02 -0.05 0.001
C -3.410334 -1.186410 -4.530065 0.03 0.01 0.01 -0.002
C -3.313308 -2.435277 -3.938927 0.01 -0.02 0.01 0.001
C -2.285107 -2.705770 -3.053602 -0.04 0.03 -0.06 0.002
Cl -2.233020 -4.322017 -2.405885 -0.02 0.00 0.06 0.000
C -1.301567 -1.764072 -2.676058 0.02 -0.01 0.03 -0.001
S -0.057652 -2.171615 -1.536433 0.10 0.05 -0.16 -0.010
H -2.462511 0.737878 -4.707252 0.00 0.00 0.01 0.000
H -4.221410 -0.958385 -5.209645 0.00 0.00 0.00 0.000
H -4.037965 -3.210058 -4.151074 0.00 -0.01 0.01 0.000
C -0.778405 2.834877 -0.327281 -0.09 0.01 -0.03 0.000
C 0.685137 2.645679 -0.528155 0.05 -0.07 0.02 0.012
C 1.495229 3.767760 -0.826143 0.01 0.02 -0.02 -0.002
C 2.834651 3.635262 -1.020710 0.00 0.03 0.01 0.003
C 3.421297 2.359228 -0.906770 0.02 -0.05 -0.01 -0.002
C 4.796859 2.068495 -1.073805 -0.02 0.04 0.00 0.004
Br 6.024420 3.465432 -1.507852 0.00 -0.01 0.00 0.000
C 5.273181 0.799108 -0.921972 -0.01 -0.01 0.01 -0.002
C 4.402751 -0.245504 -0.592803 0.04 -0.01 -0.02 0.004
Br 5.106653 -1.988784 -0.379496 -0.01 0.01 0.00 0.000
C 3.037313 -0.049708 -0.411659 0.00 0.01 -0.04 0.004
O 2.212131 -0.980006 -0.110170 -0.06 0.08 0.10 -0.017
C 2.554520 1.294595 -0.590942 -0.01 -0.01 0.00 0.006
N 1.210463 1.440300 -0.421836 0.05 0.01 -0.08 -0.009
H -1.065117 3.864251 -0.544465 0.01 0.00 0.00 0.000
H -1.060477 2.599595 0.696623 -0.01 -0.04 0.04 0.000
H -1.340339 2.159541 -0.967838 -0.03 0.00 0.01 0.000
H 1.022474 4.738465 -0.899201 -0.01 -0.01 0.00 0.000
H 3.453513 4.492673 -1.250075 0.00 0.00 -0.01 0.000
H 6.326183 0.589846 -1.048960 0.00 0.00 0.00 0.000
S 0.691285 0.616566 2.334615 0.02 -0.04 -0.21 -0.034
C 0.550273 -0.586634 3.592412 -0.01 -0.02 0.04 -0.006
C 0.710636 -0.234129 4.936390 0.00 -0.02 -0.03 0.003
C 0.580594 -1.173324 5.943899 0.00 -0.02 0.01 0.000
C 0.282177 -2.495712 5.618310 0.00 0.02 0.04 0.003
C 0.122633 -2.855288 4.292667 -0.01 0.00 -0.06 0.002
C 0.256868 -1.918014 3.262156 0.01 0.03 -0.01 0.001
S 0.065197 -2.422612 1.595820 -0.06 -0.08 -0.03 -0.049
H 0.935792 0.799347 5.174717 0.00 0.00 0.00 0.001
H 0.705350 -0.877921 6.980012 0.00 0.00 0.00 0.000
H 0.169169 -3.239440 6.399672 0.00 0.00 0.00 0.000
H -0.115955 -3.878214 4.023562 0.01 0.00 0.02 0.000
F -4.016674 -0.112126 -1.458710 -0.01 -0.02 0.00 0.000
C -4.003650 -0.706994 -0.258727 -0.01 0.01 0.03 0.000
F -5.254545 -0.627196 0.240311 0.03 0.00 0.00 0.000
F -3.716768 -1.994177 -0.426657 -0.01 -0.05 -0.03 0.000
S -2.818783 0.112678 0.882488 0.03 -0.01 0.11 0.003
O -2.884357 -0.658651 2.085801 -0.02 -0.01 0.00 0.002
O -3.309067 1.467305 0.930752 0.07 0.03 -0.05 0.000
O -1.567510 -0.026027 0.106840 0.01 0.11 -0.07 0.014

=====

45
Properties=species:S:1:pos:R:3:forces:R:3:lowdin_charge:R:1 method="wB97M-V/def2-TZVPD" total_charge=-2 gap_ev=5.93 e_tot_ha=-3044.8648 homo_ev=-1.268
Cu 0.150585 0.007103 0.410972 -0.10 -0.06 -0.02 0.327
O -3.637086 1.551954 0.940547 -0.08 -0.08 0.05 -0.052
C -2.462365 1.147476 0.916117 0.11 0.26 -0.12 -0.644
O -1.908167 0.436815 0.039850 0.07 -0.09 0.07 -0.070
C -1.557130 1.627182 2.071374 -0.05 -0.09 0.03 -0.168
C -2.047862 2.537861 2.994574 0.00 0.00 -0.01 -0.033
C -1.201169 2.994313 3.992372 -0.03 0.01 0.00 -0.086
C 0.097449 2.522839 4.034252 0.02 -0.01 -0.03 -0.030
C 0.510306 1.574819 3.100747 0.06 0.01 0.02 -0.154
N -0.311293 1.141908 2.138291 -0.07 0.05 0.05 0.135
C 1.938945 1.006157 3.215353 0.08 0.06 -0.02 -0.670
O 2.814804 1.835904 3.556525 -0.04 0.02 0.04 -0.064
O 2.067614 -0.209675 2.994644 -0.03 -0.06 0.01 -0.018
H -3.073116 2.861339 2.886038 0.00 0.01 0.01 0.099
H -1.549601 3.716147 4.724496 0.00 0.01 0.00 0.088
H 0.821218 2.865793 4.760249 0.00 -0.01 0.01 0.102
N 9.699882 -1.893164 2.461301 -0.04 0.00 -0.01 0.114
C 8.612634 -1.724947 2.119808 0.07 -0.01 0.02 -0.208
C 7.260389 -1.520935 1.679590 0.07 0.00 0.04 -0.255
C 6.378469 -0.760657 2.450999 -0.06 -0.01 -0.06 -0.011
C 5.077938 -0.562389 2.021447 0.07 -0.04 -0.02 0.028
C 4.657904 -1.128295 0.815386 -0.07 0.04 0.05 -0.175
C 5.539147 -1.887570 0.053356 0.01 0.01 0.00 -0.024
C 6.842023 -2.088176 0.477435 -0.07 0.03 0.01 -0.043
C 3.251955 -0.881159 0.378380 0.10 -0.06 -0.01 -0.050
C 2.363381 -1.942556 0.563435 -0.10 0.03 -0.08 -0.268
C 2.699311 -3.267532 0.960927 0.08 -0.06 0.07 -0.054
C 1.518888 -3.972496 1.014101 0.04 -0.04 0.01 -0.110
C 0.501800 -3.044176 0.671402 -0.05 0.05 0.00 -0.167
N 0.991608 -1.850218 0.400207 0.01 0.05 -0.05 0.031
C 3.020655 0.394418 -0.139824 -0.08 0.08 -0.10 -0.255
C 4.015258 1.373230 -0.437188 0.11 0.01 0.05 -0.049
C 3.356081 2.457959 -0.963079 0.02 0.01 -0.01 -0.106
C 1.979389 2.109594 -0.958347 -0.03 0.01 0.01 -0.167
N 1.775317 0.896097 -0.486294 0.00 -0.09 0.04 0.034
H 6.711558 -0.325230 3.383881 0.03 -0.01 0.00 0.116
H 4.367165 0.008966 2.612017 -0.06 0.02 -0.02 0.106
H 5.193710 -2.318416 -0.877723 -0.01 0.00 -0.01 0.122
H 7.533142 -2.675372 -0.113392 0.01 0.00 0.01 0.107
H 3.688969 -3.631870 1.188513 0.01 0.00 0.00 0.092
H 1.381812 -5.009325 1.282816 0.00 -0.01 0.00 0.068
H -0.565702 -3.215673 0.649005 -0.01 0.00 -0.02 0.097
H 5.076551 1.272204 -0.270521 0.01 0.00 0.01 0.097
H 3.781928 3.395007 -1.288808 0.01 0.00 -0.01 0.070
H 1.145022 2.724116 -1.268718 -0.02 0.00 -0.01 0.097

=====

51
Properties=species:S:1:pos:R:3:forces:R:3:mulliken_spin:R:1 method="wB97M-V/def2-TZVPD" total_charge=-1 spin_multiplicity=2 gap_ev="6.17 / 6.87" e_tot_ha=-12520.9854 s2=0.768 homo_ev="-4.974 / -5.258"
Re -1.808955 0.609872 -0.228539 -0.25 -0.59 0.52 0.985
C -0.202361 -0.947561 1.977875 0.31 -0.08 -0.15 0.006
C -0.532173 -1.013015 0.508234 -0.28 0.06 0.66 -0.009
N 0.021637 -0.072882 -0.310522 -0.37 -0.26 -0.57 -0.072
N 0.737940 -0.303240 -1.445764 0.52 -0.18 -0.02 0.022
C 0.419810 0.504978 -2.390271 -0.15 0.15 0.27 -0.006
S -0.948522 1.559769 -2.224304 -0.03 -0.05 -0.09 0.011
S 1.348439 0.565815 -3.864711 0.09 -0.06 -0.18 0.000
C 2.809970 -0.403550 -3.377930 -0.01 0.02 -0.04 -0.002
C 3.756292 0.347524 -2.484749 0.05 0.00 0.03 0.000
C 3.912504 -0.013390 -1.150917 -0.03 -0.01 -0.03 0.000
C 4.790649 0.682863 -0.332511 0.02 0.01 0.02 0.000
C 5.521238 1.747356 -0.838275 0.01 0.00 0.04 0.000
C 5.370305 2.114548 -2.168421 -0.01 0.00 -0.05 0.000
C 4.492370 1.418759 -2.984327 0.01 0.00 0.03 0.000
C -0.989909 -2.296772 -0.059630 -0.02 -0.18 -0.25 -0.018
C -0.488759 -3.542237 0.287587 0.05 -0.02 -0.03 -0.006
C -0.948472 -4.679329 -0.359969 0.10 -0.11 0.09 0.008
C -1.912228 -4.565859 -1.354453 -0.06 0.05 -0.09 -0.007
C -2.438812 -3.334054 -1.703789 -0.03 0.12 0.02 0.005
C -1.991845 -2.188455 -1.038396 0.31 -0.25 0.42 0.007
O -2.486700 -0.985898 -1.266146 0.05 0.61 -0.07 0.009
H 0.211946 0.030666 2.222268 -0.08 0.02 0.05 0.002
H 0.557699 -1.700070 2.213932 0.01 0.04 0.00 -0.001
H -1.079909 -1.151373 2.583804 -0.07 0.00 0.04 -0.004
H 3.291041 -0.654540 -4.324856 -0.02 0.04 -0.02 0.000
H 2.473953 -1.327821 -2.913413 -0.05 0.03 0.00 0.000
H 3.320083 -0.828090 -0.753653 0.02 0.01 -0.01 0.000
H 4.894887 0.398360 0.707138 0.00 0.00 -0.01 0.000
H 6.200321 2.294842 -0.196611 0.00 0.00 -0.01 0.000
H 5.934074 2.947771 -2.569460 -0.01 0.00 0.00 0.000
H 4.363348 1.716510 -4.019193 0.00 0.00 0.01 0.000
H 0.272782 -3.624874 1.054671 -0.02 0.00 -0.02 0.001
H -0.554947 -5.653358 -0.096904 0.00 0.02 0.02 0.001
H -2.262454 -5.458040 -1.859952 -0.01 0.02 -0.01 -0.001
H -3.199253 -3.235379 -2.467648 0.00 0.00 0.01 0.000
Br -3.805657 2.172471 6.351802 0.01 0.00 -0.02 0.000
C -2.996957 2.186617 4.641260 -0.14 -0.11 0.10 0.006
C -2.153539 3.226968 4.280786 0.13 0.08 -0.12 -0.004
Br -1.781023 4.638097 5.479561 0.00 0.00 0.00 0.000
C -1.565552 3.226231 3.006839 -0.16 -0.05 0.25 0.005
Br -0.407179 4.588805 2.431347 0.06 0.03 -0.08 0.002
C -1.836260 2.195911 2.130909 -0.11 -0.15 -0.11 -0.003
O -1.328814 2.133923 0.896749 -0.20 0.13 -0.12 0.030
C -2.685007 1.116920 2.484420 0.09 0.43 0.48 0.012
O -2.848136 0.169392 1.616135 0.32 -0.09 -0.89 0.012
C -3.263782 1.137465 3.756155 0.14 0.08 -0.09 -0.003
Br -4.375423 -0.311621 4.198309 -0.06 -0.10 0.00 0.001
O -5.606016 1.705486 -1.946396 -0.08 0.00 -0.05 0.014
C -4.601329 1.512287 -1.361052 0.23 -0.01 0.13 0.012
N -3.601298 1.341210 -0.736995 -0.25 0.36 -0.09 -0.015

=====

58
Properties=species:S:1:pos:R:3:forces:R:3:lowdin_charge:R:1 method="wB97M-V/def2-TZVPD" total_charge=-1 gap_ev="5.84 / 5.67" e_tot_ha=-4663.1006 homo_ev="-4.899 / -4.733"
Mo -0.531455 -0.228405 -0.254469 -1.61 0.13 -0.49 1.328
C 3.858610 1.536603 4.121365 0.01 0.00 0.09 -0.053
N 2.412840 1.527391 4.045481 -0.16 -0.23 0.01 -0.135
C 1.558135 1.375935 5.125238 0.46 -0.08 0.08 -0.053
C 0.311899 1.463598 4.671041 -0.49 -0.08 -0.25 -0.056
N 0.364210 1.666334 3.282760 0.29 -0.42 -0.16 0.024
C 1.708719 1.703538 2.884857 -0.23 0.24 0.19 -0.739
S 2.421942 1.985429 1.407110 -0.32 -0.07 -0.01 0.653
C -0.778156 2.095160 2.543770 -0.03 0.38 0.18 -0.256
C -1.830832 2.656476 3.265515 -0.04 0.00 0.23 -0.003
C -2.809921 3.351860 2.585689 -0.03 -0.04 0.08 -0.050
C -2.682369 3.514560 1.219324 -0.12 0.14 -0.08 -0.042
C -1.659662 2.843111 0.586362 0.09 0.10 -0.18 -0.114
N -0.773169 2.072721 1.219552 0.88 -0.15 0.26 0.096
H 4.232004 2.550054 4.275417 -0.01 0.02 -0.05 0.093
H 4.262635 1.163721 3.183825 -0.01 -0.03 -0.01 0.051
H 4.179154 0.906656 4.950135 -0.06 -0.03 -0.01 0.089
H 1.916989 1.170440 6.121062 0.00 0.02 -0.13 0.127
H -0.614789 1.344548 5.205242 0.15 -0.06 -0.10 0.115
H -1.860772 2.580642 4.342777 -0.04 0.16 -0.11 0.094
H -3.633665 3.803916 3.123691 0.03 -0.03 0.02 0.111
H -3.368718 4.132203 0.654954 0.03 -0.09 -0.03 0.116
H -1.516601 2.924664 -0.480501 -0.03 -0.12 -0.05 0.115
Cl -6.647930 2.144732 -2.095004 0.05 -0.02 0.00 0.630
C -4.946475 1.825863 -2.113340 0.06 0.02 -0.11 -0.713
C -4.148448 2.273304 -3.166535 0.04 -0.01 0.12 -0.701
Cl -4.871146 3.154728 -4.467950 0.01 -0.02 0.01 0.642
C -2.768530 2.040681 -3.177951 -0.08 0.03 0.02 -0.614
Cl -1.762090 2.630129 -4.449582 0.00 -0.01 0.01 0.688
C -2.165965 1.338203 -2.129706 0.09 -0.06 0.00 -0.485
O -0.900799 1.108443 -1.970980 -0.08 0.00 0.35 -0.237
C -3.004922 0.879519 -1.081649 0.39 -0.07 -0.30 -0.417
O -2.304987 0.250696 -0.136509 -2.74 0.62 0.42 -0.420
C -4.357759 1.115505 -1.061320 -0.15 0.03 0.05 -0.620
Cl -5.277317 0.551970 0.286645 0.00 0.01 0.01 0.695
I -0.314110 -3.462018 1.476821 0.01 -0.05 0.14 0.612
C -1.060112 -1.412873 1.520817 0.52 -0.02 0.03 -0.779
H -0.748467 -1.087809 2.519392 0.09 0.08 -0.07 -0.067
H -2.130419 -1.569027 1.560458 -0.20 0.05 -0.12 -0.056
I -1.352448 -2.139382 -2.024471 0.10 -0.10 0.09 0.217
O 2.866708 -1.087534 -1.894807 0.42 -0.03 -0.71 0.153
C 2.403844 -1.169926 -0.803516 -0.81 0.35 0.16 -0.497
O 1.178761 -0.690130 -0.517573 3.78 -0.90 0.34 -0.370
C 3.167556 -1.786444 0.331062 -0.34 0.18 0.31 -0.095
C 2.730862 -1.744010 1.649444 0.10 0.08 0.29 0.009
C 3.542115 -2.269797 2.647107 0.00 0.14 -0.69 -0.115
C 4.765403 -2.833380 2.361139 0.29 -0.18 0.41 0.085
C 5.163427 -2.878737 1.045213 -0.10 0.03 -0.13 -0.105
C 4.385014 -2.361641 0.027023 0.33 -0.16 -0.22 0.093
N 6.471285 -3.481921 0.721553 -0.03 0.02 0.02 -0.355
O 6.806246 -3.519791 -0.439362 -0.08 0.07 -0.34 0.091
O 7.142856 -3.904333 1.637890 0.02 -0.05 0.35 0.077
N 3.113244 -2.202477 4.043987 0.78 -0.14 -0.08 -0.362
O 3.952352 -2.372541 4.904725 0.65 -0.15 0.23 0.068
O 1.965004 -1.980111 4.271785 -1.58 0.46 0.03 0.085
H 1.810114 -1.260946 1.920818 -0.26 0.03 -0.04 0.076
H 5.395895 -3.219561 3.147532 -0.01 -0.02 -0.01 0.133
H 4.730074 -2.391185 -0.996410 -0.03 0.02 -0.01 0.139